55
Properties=species:S:1:pos:R:3:forces:R:3 method="wB97M-V/def2-TZVPD" s2=8.78 e_lumo_ev="-7.34 / -10.82" e_above_lowest_kj_mol=0.0 homo_ev="-13.759 / -14.928" orbital_gap_ev="6.4 / 4.1" total_charge=+2 multiplicity=6
C -1.3431 0.2906 -1.8151 -0.900 0.350 -0.501
I 3.1222 0.2543 -0.0090 0.619 0.062 0.040
H -1.2647 0.4875 -2.8989 -0.037 -0.072 0.692
H -1.9156 1.0990 -1.3277 0.031 -0.352 -0.091
H -1.8577 -0.6701 -1.6712 0.185 0.301 0.099
Ru 0.5045 0.2557 -0.9397 -0.734 -1.346 -0.023
P 0.8283 2.4808 -1.4241 0.777 4.210 -1.461
C 0.5825 3.7003 -0.0774 -0.176 -0.290 0.305
C 2.4726 2.9999 -2.0604 0.014 -0.420 0.001
H 2.4282 4.0522 -2.3763 -0.081 -0.310 0.186
H -0.1041 4.1846 -2.9077 0.038 -0.307 0.169
H 2.7345 2.3737 -2.9206 0.024 0.211 0.192
H -0.0724 2.5636 -3.6704 -0.085 0.156 0.198
H 1.2215 3.4355 0.7759 -0.206 0.169 -0.132
H 3.2300 2.8821 -1.2750 -0.121 0.174 -0.228
C -0.2814 3.1126 -2.7442 -0.138 -0.320 0.061
H 0.8556 4.7088 -0.4180 -0.014 -0.353 -0.094
H -1.3263 2.9536 -2.4532 0.211 0.156 -0.163
H -0.4727 3.7130 0.2236 0.296 0.030 0.051
P 0.7872 -2.1968 -1.3404 0.428 -2.813 -0.795
C 0.5603 -3.5284 -0.0763 -0.099 0.232 0.242
C -0.3313 -2.7920 -2.6719 -0.093 0.369 0.084
H 2.6813 -2.0885 -2.8415 0.092 -0.244 0.170
H 2.3853 -3.7736 -2.3026 -0.104 0.359 0.181
H 3.1842 -2.5986 -1.2016 -0.117 -0.138 -0.241
C 2.4264 -2.7207 -1.9851 0.028 0.468 0.008
H -0.1174 -2.2203 -3.5816 -0.150 -0.181 0.144
H -0.1653 -3.8630 -2.8583 0.053 0.348 0.151
H 0.7885 -4.5038 -0.5339 -0.042 0.416 0.002
H -0.4666 -3.5646 0.3026 0.226 -0.047 -0.048
H -1.3752 -2.6380 -2.3758 0.167 -0.123 -0.155
H 1.2508 -3.3783 0.7615 -0.132 -0.113 -0.113
Cl 1.3165 0.1273 -3.2031 0.952 -0.090 -0.997
C -0.9494 1.3159 1.7440 -0.347 0.084 1.074
N -0.4255 0.0788 1.0498 -0.897 -0.088 1.047
C -1.6246 -0.8403 0.9748 -0.693 -0.630 1.064
N -2.1509 -1.2047 2.3086 0.897 0.564 -0.591
C -2.5941 0.0414 2.9757 -0.028 -0.042 -0.186
N -1.4949 1.0172 3.0889 0.547 -0.409 -0.681
C -0.4413 0.3854 3.9182 -0.022 0.126 -0.216
N 0.0655 -0.8451 3.2845 -0.031 0.272 -0.879
C 0.5989 -0.5126 1.9541 -0.285 -0.762 1.565
C -1.0493 -1.7968 3.1043 -0.135 0.105 -0.021
H -1.7527 1.7428 1.1281 0.223 -0.078 0.099
H -0.1288 2.0352 1.8520 -0.187 -0.214 -0.010
H -1.3465 -1.7595 0.4407 -0.101 0.361 0.162
H -2.4260 -0.3112 0.4389 0.359 -0.224 0.109
H -2.9515 -0.2100 3.9825 0.034 0.135 -0.296
H -3.4110 0.4888 2.3965 0.094 -0.139 0.144
H 0.3847 1.0939 4.0603 -0.140 -0.165 -0.017
H -0.8630 0.1279 4.8977 0.108 0.135 -0.250
H 0.9916 -1.4405 1.5214 -0.097 0.264 -0.027
H 1.4108 0.2117 2.0947 -0.128 0.008 -0.037
H -1.4376 -2.0619 4.0957 0.111 -0.069 -0.308
H -0.6711 -2.6947 2.5858 -0.194 0.277 0.316